35
Properties=species:S:1:pos:R:3:forces:R:3:mulliken_charge:R:1 method="wB97M-V/def2-TZVPD" total_charge=+1 relative_energy_kcal_mol=17.3
C -0.10426 2.78810 -2.04816 1.32 -1.61 1.29 -0.982
N -0.35665 1.47472 -1.43304 -0.29 -1.60 1.54 0.010
C 0.38348 0.74794 -0.59928 -0.73 -0.87 1.72 -0.138
N -0.14635 -0.35849 -0.05930 0.22 -0.05 -0.26 0.237
H 0.73967 2.64825 -2.74494 -0.88 0.43 -0.28 0.266
H 0.24499 3.41872 -1.24569 -0.09 0.71 0.02 0.346
H -1.06813 3.07542 -2.40534 -0.10 0.65 -0.79 0.392
H -1.31685 1.08495 -1.35404 0.57 0.77 -1.14 0.148
H 1.37787 0.92763 -0.16942 -0.69 0.60 -0.83 0.679
H -1.01198 -0.71518 -0.47239 0.43 0.31 0.21 0.078
H 0.43575 -1.13902 0.33944 -0.72 1.65 -0.31 0.093
H -0.79214 -3.09913 -0.16620 1.47 -0.36 0.29 0.304
H -0.55606 -2.83446 1.25187 0.45 -0.04 0.84 0.315
O -0.03573 -3.09670 0.48277 -1.77 0.26 -0.94 -0.683
H 3.19320 -1.46881 1.28869 -1.77 -0.78 -1.83 0.294
H 2.03040 -1.97774 0.08625 1.13 -0.46 1.32 0.323
O 2.63983 -1.31103 0.46238 0.76 0.89 0.49 -0.637
H -3.42427 -0.77926 1.42551 -0.11 -0.09 0.47 0.309
H -3.04794 -0.23577 2.87533 -0.25 -0.31 -0.77 0.299
O -2.89826 -0.14153 1.91784 -0.08 0.58 0.00 -0.610
H -3.78918 0.11254 -1.71931 0.42 -0.03 0.04 0.284
H -3.25785 0.95303 -0.56998 -0.10 0.00 0.35 0.325
O -2.98979 0.26413 -1.18735 -0.52 -0.01 -0.16 -0.669
H 1.20735 -1.12592 -2.58221 0.30 0.13 -0.07 0.288
H -0.18696 -1.10597 -3.17853 -0.14 0.00 -0.44 0.292
O 0.30439 -1.39983 -2.41452 -0.11 -0.48 -0.14 -0.586
H 3.46569 0.11440 -1.56629 -0.38 -0.22 0.30 0.259
H 3.04484 1.48134 -1.98882 -0.39 -0.23 0.05 0.262
O 2.66758 0.66670 -1.60851 1.60 0.42 -1.01 -0.514
H 1.26365 2.02239 3.62058 0.47 -0.13 -0.15 0.296
H 2.07432 1.70202 2.28963 0.00 0.02 0.64 0.301
O 1.22730 1.97214 2.66103 -0.47 0.12 -0.56 -0.586
H -0.75790 -0.64004 3.96446 0.17 -0.04 -0.47 0.261
H -0.91056 -0.17793 2.47690 0.19 -0.35 0.39 0.347
O -0.56457 -0.88869 3.04674 0.08 0.10 0.17 -0.603

***

81
Properties=species:S:1:pos:R:3:forces:R:3:mulliken_spin:R:1 method="wB97M-V/def2-TZVPD" s2=6.020 total_charge=-1 spin_multiplicity=5 relative_energy_kcal_mol=0.0
Pd 0.48023 -0.11152 0.24254 -0.15 -1.39 0.10 0.954
C 0.92301 -2.36893 -0.42626 0.64 0.64 -0.98 0.191
C -0.50251 -2.36977 -0.50563 -0.49 0.10 -0.75 0.273
C -0.90195 -1.40320 -1.46640 0.22 -0.50 0.07 0.186
H -1.15383 -3.03855 0.04826 0.09 0.45 0.04 -0.020
C 0.27822 -0.78718 -1.99621 -0.10 -0.78 -0.09 0.215
C 1.42269 -1.38288 -1.34901 -0.42 -1.33 0.13 0.152
H 2.47212 -1.16663 -1.53110 -0.36 0.00 0.04 0.008
H 1.53531 -3.00392 0.20373 -0.25 0.32 -0.10 -0.014
H -1.91847 -1.21691 -1.80817 0.34 0.06 0.34 0.035
H 0.30907 -0.05387 -2.79884 -0.03 -0.18 0.29 0.019
C 1.24891 1.71115 1.31220 -0.02 0.80 -0.04 0.094
C 2.25944 1.35791 0.35670 -0.19 0.50 0.02 0.195
C 1.69699 1.51861 -0.94083 0.56 0.99 0.17 0.184
H 3.26762 1.03004 0.59618 -0.34 -0.02 -0.05 -0.008
C 0.35096 1.97333 -0.79700 0.03 0.45 0.33 0.086
C 0.06151 2.07943 0.59841 0.31 0.46 0.16 -0.006
H -0.88122 2.38868 1.04463 0.30 -0.11 -0.18 0.089
H 1.37068 1.69586 2.39012 -0.09 -0.14 -0.35 -0.004
H 2.22822 1.35529 -1.87709 -0.26 -0.02 0.28 -0.018
H -0.33127 2.22380 -1.60233 0.15 -0.18 0.21 0.018
O -2.04914 -1.50072 1.91100 1.80 -1.36 1.61 0.013
C -3.58069 1.72132 -1.65391 -1.10 -0.86 0.48 -0.105
C -4.39143 0.81114 -1.07762 0.75 0.80 -0.50 0.349
C -2.89618 1.43769 -2.95732 0.04 -0.04 -0.09 -0.088
C -3.41098 3.08203 -1.04172 0.00 0.18 0.11 -0.056
C -2.94414 -1.01514 1.22969 -2.13 1.26 -1.60 0.798
H -4.54725 -0.16427 -1.53454 0.00 0.13 0.21 -0.049
H -4.91649 1.04385 -0.15092 0.18 -0.24 -0.17 0.002
H -3.53427 -0.13920 1.57855 -0.06 -0.17 -0.21 0.063
H -3.22689 -1.44884 0.24417 -0.15 0.21 0.10 -0.049
H -3.31532 2.06309 -3.75730 0.08 -0.08 0.04 0.002
H -3.02213 0.38298 -3.23156 0.06 0.27 -0.03 0.007
H -1.82264 1.66361 -2.90851 -0.17 -0.09 -0.03 -0.002
H -4.16085 3.78459 -1.43343 0.14 -0.08 0.04 0.006
H -2.42910 3.50857 -1.27028 -0.02 -0.03 0.10 -0.003
H -3.53196 3.03004 0.04919 0.05 0.05 -0.29 -0.001
C 5.66734 -1.61854 0.69505 0.20 0.08 -0.01 0.002
C 4.58073 -2.61863 1.07190 -0.69 0.53 0.39 0.003
C 4.22646 -3.46231 -0.14265 -0.08 -0.15 -0.20 0.005
C 5.05388 -3.53074 2.19605 0.35 -0.25 0.11 0.000
O 3.38358 -1.87907 1.44465 1.31 -0.69 -0.55 0.042
Si 2.62562 -1.38773 2.81843 -0.57 -0.01 0.10 0.030
S 0.62861 -1.23947 2.44540 -0.59 -0.22 0.52 0.362
O 2.98821 -2.43057 4.03792 0.06 -0.46 0.54 0.025
C 2.24327 -3.37402 4.85074 0.31 0.40 -0.42 0.008
C 1.41316 -4.30330 3.97843 -0.25 -0.16 -0.09 0.008
C 3.28060 -4.18451 5.62580 0.14 -0.05 0.09 -0.003
C 1.33946 -2.61811 5.81205 -0.17 0.05 0.20 0.004
O 3.13264 0.11494 3.22794 1.14 0.90 0.77 0.005
C 3.97481 0.83276 4.16253 -0.45 -0.61 -0.62 0.000
C 3.22640 2.09307 4.57437 -0.16 0.18 0.10 -0.004
C 4.27681 -0.00278 5.39848 0.27 -0.01 0.31 0.001
C 5.26009 1.21084 3.43779 0.25 0.06 0.01 -0.005
H 6.54140 -2.15532 0.30090 -0.12 0.13 0.06 0.000
H 5.98998 -1.03705 1.56706 -0.13 -0.10 -0.20 0.000
H 5.30565 -0.92836 -0.07886 0.03 -0.14 0.19 0.000
H 3.45512 -4.20008 0.10920 0.12 0.16 -0.05 -0.004
H 3.86007 -2.83440 -0.96313 0.04 -0.14 0.18 -0.001
H 5.11487 -4.00431 -0.49107 -0.14 0.08 0.04 0.000
H 5.35927 -2.96325 3.08434 -0.23 -0.13 -0.16 0.000
H 4.27751 -4.25745 2.47229 0.16 0.32 0.00 0.001
H 5.93265 -4.09859 1.85318 -0.17 0.12 0.01 0.000
H 2.05439 -4.85701 3.28117 -0.08 0.10 0.07 0.000
H 0.90080 -5.02861 4.62654 0.08 0.09 -0.18 -0.003
H 0.65834 -3.74333 3.40966 0.23 -0.14 0.13 -0.003
H 3.88200 -3.53827 6.27822 -0.10 -0.06 -0.17 0.000
H 2.77593 -4.92797 6.25593 0.07 0.12 -0.10 0.000
H 3.95480 -4.71787 4.94268 -0.15 0.16 0.10 0.000
H 1.92958 -1.95664 6.45854 -0.10 -0.10 -0.13 0.001
H 0.59307 -2.02690 5.26704 0.18 -0.10 0.06 0.004
H 0.81418 -3.34155 6.45087 0.05 0.18 -0.08 -0.001
H 2.30411 1.83854 5.11135 0.14 0.01 -0.18 0.000
H 3.85578 2.69392 5.24310 -0.10 -0.07 -0.09 -0.001
H 2.97184 2.70541 3.70195 0.04 -0.14 0.11 0.005
H 4.81855 -0.92256 5.14617 -0.25 0.14 0.01 0.000
H 4.91442 0.58100 6.07905 -0.13 -0.07 -0.12 0.000
H 3.35595 -0.25609 5.93905 0.21 -0.03 -0.23 -0.001
H 5.85028 0.31773 3.19852 -0.15 0.17 0.03 0.000
H 5.03730 1.75159 2.50896 0.00 -0.15 0.18 0.003
H 5.87146 1.85963 4.07812 -0.04 -0.08 -0.11 0.000

***

19
Properties=species:S:1:pos:R:3:forces:R:3:mulliken_charge:R:1 method="wB97M-V/def2-TZVPD" total_charge=-4 total_energy_ha=-1989.61338
Sr 0.01854 0.35399 -0.27929 -0.13 -1.22 0.18 1.764
N -0.90311 -2.61209 -1.44424 0.77 1.77 3.03 1.076
O -1.69465 -3.46372 -1.83523 0.17 -0.28 -1.65 -0.724
O -0.54437 -2.60502 -0.24749 -0.10 -0.88 0.46 -0.572
O -0.43824 -1.62192 -2.07403 -0.79 -0.51 -2.29 -0.664
N 1.50704 3.71412 1.00873 3.73 -1.13 -0.12 0.733
O 1.49548 4.42705 -0.03507 -1.11 0.37 0.81 -0.668
O 1.60325 2.46560 0.87670 -1.97 0.92 0.17 -0.351
O 1.81845 4.20425 2.14626 -1.34 0.39 -0.92 -0.664
S -3.39742 -0.55047 0.32274 -3.70 2.56 -1.69 1.077
O -2.42135 0.15676 -0.57872 2.32 -0.07 0.73 -0.767
O -4.25016 0.56117 0.84365 -0.12 0.55 1.07 -0.813
O -4.24680 -1.28651 -0.61754 -0.46 -1.73 -0.30 -0.780
O -2.91270 -1.34150 1.42981 1.49 -0.63 0.58 -0.683
S 2.93435 -0.51002 0.00984 0.43 -1.01 5.17 1.213
O 3.88473 -1.66076 0.29910 -1.21 0.72 -2.15 -0.770
O 2.16342 -0.36293 -1.21304 0.79 -0.54 -3.90 -0.813
O 1.81180 -0.58026 0.98158 -1.56 -1.43 1.84 -0.938
O 3.57174 0.71226 0.40624 2.80 2.16 -1.03 -0.655

***

14
Properties=species:S:1:pos:R:3:forces:R:3:mulliken_spin:R:1 method="wB97M-V/def2-TZVPD" s2=0.754 total_charge=-1 spin_multiplicity=2 relative_energy_kcal_mol=16.3
S 1.66977 0.03652 -1.84358 -0.17 1.03 -2.89 0.452
S 1.77552 -0.69834 0.18512 0.05 -1.00 2.84 0.501
H 0.34794 -0.11498 -1.98725 0.00 -0.03 -0.09 0.031
H 1.45184 0.48396 0.71478 0.07 0.00 0.14 0.021
C -1.76749 0.91366 2.10340 0.20 -0.32 -0.59 0.032
N -2.53033 -0.03599 1.30935 -1.23 0.95 -0.24 0.005
C -2.43974 0.28051 -0.11584 0.72 -0.50 0.87 -0.006
H -2.23738 1.89616 2.21919 -0.54 -0.19 -0.21 -0.003
H -0.84599 1.12122 1.54300 0.51 -0.08 0.75 -0.011
H -1.64099 0.52053 3.10758 0.50 -0.03 0.00 -0.017
H -2.29694 -0.99539 1.45748 0.54 -0.27 0.33 -0.009
H -1.39366 0.20210 -0.44998 -0.07 0.14 -0.18 0.007
H -3.02480 -0.45243 -0.66247 -0.27 0.28 -0.30 -0.003
H -2.76036 1.31120 -0.23280 -0.32 0.00 -0.43 0.000